1.
{
  "formula": "C24H46F6O10Zr",
  "method": "ωB97M-V/def2-TZVPD",
  "elements": ["Zr", "C", "O", "O", "C", "F", "F", "F", "C", "C", "H", "H", "H", "H", "H", "H", "C", "O", "O", "C", "F", "F", "F", "C", "C", "H", "H", "H", "H", "H", "H", "C", "C", "O", "H", "H", "H", "H", "H", "C", "C", "O", "H", "H", "H", "H", "H", "C", "C", "O", "C", "H", "H", "H", "H", "H", "H", "C", "C", "O", "C", "H", "H", "H", "H", "H", "H", "C", "C", "O", "C", "H", "H", "H", "H", "H", "H", "C", "C", "O", "C", "H", "H", "H", "H", "H", "H"],
  "positions_angstrom": [[-0.068928, -0.542306, -0.170239], [-1.200178, -0.203907, -3.250289], [-0.524248, 1.057518, -3.349245], [-0.869232, -0.798004, -2.143636], [-2.725119, -0.020079, -3.412990], [-3.171284, 1.157027, -2.937626], [-3.067206, -0.033585, -4.720129], [-3.421319, -0.976290, -2.825258], [-0.610165, 1.732108, -4.588915], [-0.106520, 3.144154, -4.399002], [0.862885, 3.166287, -3.895325], [0.091253, 3.581096, -5.380737], [-0.821921, 3.724021, -3.819608], [-1.641938, 1.800721, -4.933777], [0.008062, 1.217888, -5.336838], [-0.897378, -0.820731, -4.128200], [-0.788779, 0.600649, 2.923388], [0.444103, 1.324328, 3.094769], [-0.754510, -0.099846, 1.818547], [-1.079404, -0.271590, 4.139294], [-1.353630, 0.512094, 5.221258], [-2.141061, -1.059031, 3.947635], [-0.038951, -1.034067, 4.480758], [0.425605, 2.455216, 3.942087], [1.831664, 3.036824, 3.963595], [2.070289, 3.471667, 2.997969], [1.918034, 3.694068, 4.829748], [2.522340, 2.221511, 4.189298], [0.131229, 2.202479, 4.963743], [-0.301565, 3.197832, 3.580816], [-1.575840, 1.393953, 2.879942], [3.085915, 1.923596, -1.502100], [1.717163, 2.233665, -0.941888], [1.169016, 1.158332, -0.304737], [3.639605, 2.814122, -1.809015], [2.929132, 1.314017, -2.397636], [3.690129, 1.371114, -0.783473], [1.055339, 2.578800, -1.761608], [1.738395, 3.126271, -0.278048], [1.430197, -4.452819, 0.641809], [0.010443, -3.935340, 0.534057], [-0.077302, -2.623965, 0.145119], [1.961119, -4.267939, -0.296888], [1.513953, -5.516210, 0.871660], [2.005134, -3.898409, 1.390297], [-0.523052, -4.075991, 1.501120], [-0.592727, -4.585026, -0.131914], [2.388976, -1.767788, 3.227127], [2.538056, -0.815297, 2.079521], [1.929315, -0.977114, 1.038227], [3.547703, 0.281044, 2.189121], [3.236866, -2.457408, 3.228616], [1.462948, -2.323135, 3.116980], [2.392382, -1.195952, 4.154180], [3.185614, 1.249784, 1.868895], [4.446560, -0.015950, 1.633844], [3.947682, 0.316668, 3.210543], [3.560731, -2.858416, -1.947766], [2.400623, -2.085940, -2.412769], [1.743756, -1.403892, -1.668387], [1.931455, -2.311821, -3.822312], [3.570356, -2.858956, -0.857277], [4.469375, -2.301808, -2.208426], [3.582260, -3.858603, -2.365952], [1.467032, -1.421454, -4.239447], [1.156652, -3.086204, -3.745409], [2.680698, -2.710229, -4.507213], [-0.993814, 3.252322, 0.573334], [-1.971115, 2.316691, -0.104648], [-1.630171, 1.185522, -0.398453], [-3.394595, 2.724452, -0.160079], [-0.423952, 3.779416, -0.199951], [-0.289758, 2.636757, 1.134286], [-1.520566, 4.002695, 1.157634], [-3.798835, 2.751935, 0.851821], [-3.975296, 2.078015, -0.806002], [-3.477176, 3.731714, -0.584353], [-4.966052, -1.272675, -0.124309], [-3.659798, -1.676305, 0.520969], [-2.593101, -1.441146, 0.026239], [-3.740053, -2.362497, 1.851642], [-4.846500, -0.418003, -0.780869], [-5.682844, -0.992996, 0.652678], [-5.361826, -2.136021, -0.662360], [-4.471963, -3.169786, 1.849047], [-3.997846, -1.632842, 2.620206], [-2.742528, -2.751001, 2.053288]],
  "forces_ev_per_angstrom": [[0.44, -0.88, -0.11], [0.76, 0.32, -1.20], [-0.43, -0.04, 0.17], [0.62, -0.37, 2.57], [0.04, 0.51, -0.20], [-0.11, 0.24, 0.23], [-0.08, -0.11, -0.31], [-0.22, -0.45, 0.20], [0.20, 0.17, 0.10], [0.57, -0.08, -0.16], [-0.12, -0.16, 0.15], [-0.39, 0.23, 0.05], [0.03, 0.19, -0.09], [-0.01, -0.22, -0.20], [-0.18, -0.11, -0.06], [-0.14, 0.17, -0.10], [-0.06, 1.80, -0.59], [0.01, -0.65, 0.21], [0.55, -1.27, -1.53], [0.08, 0.47, 0.59], [-0.12, -0.29, -0.13], [0.09, 0.01, 0.10], [-0.09, -0.23, 0.05], [0.10, 0.27, 0.27], [-0.41, -0.75, 0.49], [0.24, 0.30, 0.12], [0.03, 0.52, -0.42], [0.05, -0.02, -0.25], [0.01, -0.11, -0.06], [0.01, -0.07, -0.07], [-0.13, -0.25, 0.35], [0.09, -0.05, -0.50], [-0.57, 1.05, -0.28], [-1.38, -1.93, 0.36], [-0.09, 0.09, 0.05], [0.25, -0.16, 0.12], [-0.03, -0.06, 0.04], [0.20, -0.19, -0.01], [0.33, -0.36, 0.16], [0.67, 0.32, -0.20], [-1.03, -0.33, 0.49], [0.13, 2.20, -0.60], [-0.18, -0.17, -0.04], [-0.24, -0.02, 0.02], [-0.20, -0.04, 0.07], [0.37, 0.10, 0.00], [0.36, 0.13, -0.21], [-0.14, 0.25, -0.05], [-0.04, -0.11, -0.64], [0.00, 0.02, 0.53], [1.11, -0.40, 0.92], [0.07, 0.05, 0.02], [0.04, -0.07, 0.02], [0.02, -0.18, 0.08], [-0.16, -0.03, -0.22], [-0.32, 0.13, -0.45], [-0.38, 0.31, -0.03], [1.06, 0.39, 0.91], [-1.07, -0.28, -0.61], [0.14, 0.61, 0.49], [-0.17, -0.20, -0.36], [-0.16, -0.26, -0.05], [0.00, -0.25, -0.38], [0.13, -0.09, -0.07], [-0.02, 0.05, 0.08], [-0.03, 0.14, 0.03], [0.17, 0.15, 0.15], [-0.12, -0.10, -0.71], [0.80, -0.51, 1.33], [-0.53, 0.07, -0.41], [-0.40, 0.61, -0.93], [-0.04, -0.05, 0.05], [0.02, 0.17, 0.09], [0.04, -0.04, 0.19], [0.02, -0.03, 0.05], [-0.05, -0.32, 0.13], [0.04, 0.02, 0.25], [-0.06, 0.15, 0.40], [-0.57, 0.11, 0.36], [0.48, 0.57, -0.53], [0.38, -0.30, -0.07], [0.17, -0.14, -0.27], [-0.03, -0.20, -0.02], [-0.06, 0.10, -0.11], [-0.12, 0.05, 0.04], [-0.13, -0.07, -0.04], [-0.11, -0.05, 0.19]],
  "relative_energy_kj_mol": 0.0,
  "multiplicity": 1
}

***

2.
{
  "formula": "H5NP2S2",
  "method": "ωB97M-V/def2-TZVPD",
  "elements": ["N", "P", "P", "S", "S", "H", "H", "H", "H", "H"],
  "positions_angstrom": [[1.548680, 0.348519, -1.010257], [-2.486872, -0.019586, 0.004588], [0.599441, -0.144585, 0.316822], [-1.018710, -1.645396, 0.078529], [-1.092434, 1.483814, 0.015583], [0.907642, 0.966518, -1.503150], [-2.875958, 0.078382, 1.490587], [1.724645, -1.075670, 0.682483], [1.029840, 0.518347, 1.471103], [1.663723, -0.510339, -1.546289]],
  "forces_ev_per_angstrom": [[-1.63, -0.03, 0.37], [-0.88, -0.51, 1.57], [1.57, -1.27, 0.82], [0.93, 1.67, 0.48], [0.69, 0.09, -0.28], [0.44, 0.14, -0.65], [0.57, -0.42, -1.66], [-1.48, -0.32, -0.53], [-0.57, 0.35, 0.13], [0.37, 0.30, -0.25]],
  "relative_energy_kj_mol": 53.6,
  "multiplicity": 1,
  "smiles": "N[PH2]1SPS1"
}

***

3.
{
  "formula": "C14H29N2O5PSSb",
  "method": "ωB97M-V/def2-TZVPD",
  "elements": ["C", "C", "C", "C", "C", "Sb", "C", "C", "C", "C", "S", "C", "N", "N", "C", "O", "H", "H", "H", "H", "H", "H", "H", "H", "H", "H", "H", "H", "H", "H", "H", "H", "H", "H", "H", "H", "C", "O", "P", "O", "O", "C", "O", "C", "H", "H", "H", "H", "H", "H", "H", "H", "H"],
  "positions_angstrom": [[-0.923564, -1.363739, 7.539331], [-2.047656, -2.236476, 7.634172], [-3.347396, -3.250508, 7.520312], [-4.265015, -2.976472, 6.153459], [-3.260059, -2.536467, 4.919664], [-4.078756, -2.918278, 2.892643], [-1.994982, -2.921759, 2.120482], [-1.567189, -4.274745, 1.300952], [-1.620858, -4.151029, -0.331706], [-0.757080, -2.911557, -0.968000], [1.111952, -3.035768, -0.637273], [1.709262, -1.259517, -1.007483], [2.210258, -0.187307, -0.065824], [2.441739, 0.886592, -0.951777], [2.099785, 0.524179, -2.410511], [1.621730, -0.897514, -2.430415], [-0.142798, -0.470713, 7.581339], [-2.993989, -4.376060, 7.528439], [-3.979709, -3.080691, 8.501776], [-4.820603, -3.982032, 5.927820], [-5.019717, -2.111410, 6.460711], [-3.075386, -1.374321, 5.032076], [-2.258226, -3.164218, 5.004178], [-4.189945, -1.161468, 2.667564], [-4.651749, -3.065708, 1.231421], [-4.056658, -4.651912, 3.076553], [-5.759111, -2.900798, 3.465472], [-1.282922, -2.876358, 3.077122], [-1.832083, -1.915292, 1.546158], [-0.496653, -4.635717, 1.668601], [-2.360078, -5.111873, 1.605297], [-2.761507, -3.978449, -0.638704], [-1.302570, -5.162691, -0.826692], [-0.905957, -2.785447, -2.146115], [-1.083568, -1.878390, -0.499866], [2.148191, 1.179259, -3.378788], [5.702373, 5.246148, -6.259640], [5.170136, 6.033638, -5.215810], [3.606507, 5.911048, -4.849477], [3.152469, 6.828073, -3.755473], [3.406156, 4.343292, -4.532751], [4.117768, 3.818401, -3.428897], [2.855686, 6.106914, -6.260106], [1.515479, 6.554877, -6.211054], [6.674120, 4.861923, -5.936787], [5.055278, 4.401298, -6.510992], [5.843242, 5.870769, -7.143321], [4.253307, 4.571077, -2.647303], [5.094376, 3.461666, -3.764177], [3.555310, 2.978575, -3.016680], [1.504090, 7.648281, -6.213977], [1.000344, 6.184834, -5.319808], [0.986224, 6.193844, -7.096135]],
  "forces_ev_per_angstrom": [[-8.00, -5.45, 0.95], [7.19, 5.72, -1.04], [0.52, 0.35, 0.34], [1.22, 0.53, 0.64], [-0.09, 0.04, 2.12], [-0.32, 0.92, -0.17], [2.45, -0.17, 0.08], [-0.17, 0.04, 0.19], [-0.41, 0.11, 0.02], [-1.18, 1.35, -0.69], [-0.07, 2.29, -0.36], [0.17, 1.63, 0.68], [-2.02, -2.70, -7.56], [-1.47, -2.36, -5.05], [0.23, -1.65, 5.64], [1.91, 3.86, 4.35], [-2.23, -2.60, -0.07], [-0.36, 2.42, -0.03], [1.33, -0.30, -1.91], [0.88, 1.96, 0.38], [1.47, -1.94, -1.00], [-0.02, -2.43, -0.24], [-1.96, 1.43, 0.05], [0.14, 0.21, -0.02], [-0.10, -0.27, -0.34], [0.24, -0.52, 0.19], [-0.06, -0.08, 0.15], [-1.41, 0.03, -2.07], [-0.20, -1.90, 0.82], [-2.19, 0.65, -0.96], [1.71, 1.57, -0.69], [2.53, -0.15, 0.62], [-0.43, 1.86, 0.88], [0.30, -0.58, 2.60], [0.55, -2.28, -0.77], [-0.18, -1.63, 2.22], [0.43, -0.43, -0.57], [-1.35, 0.35, 0.66], [-0.33, 0.97, 1.14], [0.94, -1.42, -1.79], [-0.44, 1.02, -0.98], [0.43, -0.31, 0.71], [1.22, -0.69, 0.87], [-0.97, 0.41, 0.00], [-0.14, 0.08, -0.01], [0.05, 0.08, 0.02], [-0.04, -0.07, 0.01], [-0.06, -0.10, -0.05], [-0.01, 0.01, 0.06], [0.05, 0.19, -0.06], [-0.07, -0.15, 0.10], [0.06, 0.12, -0.12], [0.25, -0.04, 0.07]],
  "charge": -1,
  "multiplicity": 1
}

***

Table of strongest force on any atom (eV/Å), in record order: 2.67 2.18 9.73
Table of HOMO-LUMO gap (eV), in record order: 8.9 8.0 5.4